Computed, not measured: a 10-piece molecular cluster, C27H64N7O9 overall in a non-equilibrium geometry, with the ωB97M-V functional and the def2-TZVPD basis.

LUMO level: -2.669 eV
Orbital gap: 7.66 eV
Maximum force: 0.0890 hartree/bohr
Total charge: +1
DFT total energy: -57886.6166 eV

Element x y z (Å)
N (-17.35693, 6.74537, 17.40967)
H (-18.01281, 6.61632, 18.16681)
H (-17.82801, 6.94433, 16.53869)
H (-16.71518, 5.96619, 17.37581)
H (-16.82407, 7.58016, 17.60788)
C (-19.11846, 10.46387, 18.31877)
N (-20.60366, 10.11617, 18.16738)
C (-21.13031, 9.35740, 19.41678)
C (-21.40161, 11.45412, 18.22507)
C (-21.01480, 9.25304, 16.94567)
C (-20.89244, 10.00613, 15.59547)
O (-19.58553, 10.31059, 15.21242)
H (-18.93127, 11.50425, 18.05292)
H (-18.58397, 9.83535, 17.60648)
H (-18.75033, 10.29893, 19.33139)
H (-22.21694, 9.30508, 19.34905)
H (-20.93133, 9.88662, 20.34868)
H (-20.75866, 8.33339, 19.45395)
H (-21.24141, 12.02218, 19.14145)
H (-22.45454, 11.21097, 18.08257)
H (-21.09312, 12.10182, 17.40444)
H (-22.05311, 8.94074, 17.05737)
H (-20.38129, 8.36663, 16.97787)
H (-21.57791, 10.85362, 15.59294)
H (-21.36425, 9.54271, 14.72902)
H (-19.08068, 9.49422, 15.19637)
C (-20.75177, 5.30585, 20.59961)
C (-19.69457, 5.78784, 19.56893)
O (-19.87817, 5.68828, 18.33819)
O (-18.55841, 6.10543, 19.97598)
H (-20.21823, 4.87245, 21.44554)
H (-21.40572, 4.55789, 20.15127)
H (-21.27914, 6.14194, 21.05888)
C (-16.82026, 0.84059, 22.13200)
O (-16.57057, 0.32554, 20.99470)
N (-17.14607, 2.13702, 22.21701)
C (-17.55349, 2.63256, 23.50963)
C (-17.32640, 2.91047, 20.92145)
H (-16.87011, 0.30741, 23.09400)
H (-17.60990, 1.92079, 24.33322)
H (-18.50630, 3.16194, 23.50885)
H (-16.83317, 3.41426, 23.75082)
H (-18.36599, 3.16235, 20.71192)
H (-16.91035, 3.90542, 21.07978)
H (-16.95876, 2.47877, 19.99055)
C (-15.05298, 9.34481, 18.49488)
O (-15.80984, 8.84947, 17.65836)
N (-15.37339, 9.36342, 19.78911)
C (-14.41290, 9.97760, 20.63460)
C (-16.54909, 8.77774, 20.34342)
H (-14.10710, 9.87425, 18.30203)
H (-13.55426, 10.40582, 20.11744)
H (-13.97053, 9.20697, 21.26590)
H (-14.84712, 10.81949, 21.17384)
H (-17.04697, 9.42381, 21.06647)
H (-17.32172, 8.42512, 19.66018)
H (-16.25756, 7.88679, 20.89959)
C (-23.67457, 6.90349, 18.71200)
O (-24.51944, 6.99169, 19.55924)
N (-23.93526, 6.65332, 17.41031)
C (-22.93430, 6.38859, 16.44901)
C (-25.31247, 6.44054, 16.98081)
H (-22.59265, 6.97001, 18.90496)
H (-21.90193, 6.37974, 16.79862)
H (-22.86925, 7.13473, 15.65709)
H (-22.92208, 5.46358, 15.87254)
H (-25.53970, 6.90662, 16.02204)
H (-25.61893, 5.40411, 16.83937)
H (-26.06167, 6.79815, 17.68715)
C (-23.65308, 11.36443, 21.87403)
O (-23.61685, 11.31043, 20.66856)
N (-23.50363, 10.26628, 22.66458)
C (-23.48823, 10.42549, 24.07430)
C (-23.24865, 8.81713, 22.15631)
H (-23.79884, 12.31041, 22.41816)
H (-22.55365, 10.05358, 24.49423)
H (-24.25603, 9.88302, 24.62595)
H (-23.47994, 11.45468, 24.43316)
H (-22.18773, 8.58453, 22.24811)
H (-23.83363, 8.07937, 22.70551)
H (-23.49136, 8.78150, 21.09427)
C (-24.04195, 4.11594, 24.87596)
C (-23.34832, 4.45925, 23.58667)
O (-22.20507, 4.87740, 23.53141)
C (-24.20785, 4.37494, 22.32299)
H (-24.64774, 5.00196, 25.06591)
H (-23.42753, 4.11596, 25.77629)
H (-24.57170, 3.16580, 24.80751)
H (-24.71572, 3.41646, 22.43017)
H (-23.68990, 4.37802, 21.36391)
H (-25.03028, 5.09008, 22.30569)
C (-22.87364, 1.71611, 19.36777)
C (-21.70690, 2.07014, 18.43263)
O (-20.69385, 1.40572, 18.53033)
C (-21.95472, 3.23771, 17.50471)
H (-23.38228, 2.58451, 19.78641)
H (-22.49323, 1.09105, 20.17566)
H (-23.62577, 1.10382, 18.87027)
H (-22.15667, 4.18277, 18.00887)
H (-22.82789, 3.01740, 16.89060)
H (-21.11913, 3.48381, 16.84949)
C (-17.84445, 3.27810, 17.37192)
C (-17.74557, 2.16179, 16.40720)
N (-17.61647, 1.34078, 15.59499)
H (-16.96908, 3.25807, 18.02109)
H (-18.77916, 3.22189, 17.92982)
H (-17.95713, 4.19645, 16.79569)

Cartesian forces (eV/Å) of the 3 atoms listed first:
N 0.21 0.24 -0.67
H -1.20 -0.92 1.16
H -0.16 -0.69 -0.27

Results of the Mulliken charge analysis, in e, for atoms 1 through 99: 0.1093 -0.2390 0.4233 0.4027 0.2146 -0.8307 0.9602 -1.4744 -1.2230 0.2142 -1.1012 -0.4772 0.2825 0.3984 0.2423 0.4081 0.4934 0.2984 0.3770 0.4008 0.4035 0.1580 0.1685 0.4454 0.3448 0.3599 -0.3793 0.8290 -0.6159 -0.7087 0.4233 -0.3141 -0.0299 0.1444 -0.6388 0.2274 -0.8955 -0.9766 0.2712 0.3211 0.2620 0.3343 0.2540 0.2981 0.3315 0.0652 -0.6859 0.2310 -0.9941 -0.5246 0.3299 0.3321 0.3479 0.3349 0.4407 -0.3603 0.4048 0.7022 -0.6628 0.2175 -1.1220 -1.1576 0.0589 0.1442 0.4640 0.4871 0.3648 0.3468 0.3248 0.0362 -0.5366 0.2465 -1.0023 -0.8386 0.3334 0.3473 0.3076 0.3225 0.3320 0.4379 0.0013 -1.3031 0.8874 -0.5292 -0.6431 0.3079 0.3525 0.3627 0.4516 -0.2511 0.3759 -1.0615 0.6624 -0.5725 -0.3722 0.1351 0.3284 0.4192 -0.3081